1.
112
Properties=species:S:1:pos:R:3 method="wB97M-V/def2-TZVPD" homo_energy_ev=-10.934 de_lowest_kj_mol=561.05 spin_multiplicity=1 total_energy_ha=-4843.91355 smiles="CCOC(=O)C(F)(F)F.CCOC(=O)C(F)(F)F.CCOC(=O)C(F)(F)F.CCOC(=O)C(F)(F)F.CCOC(=O)C(F)(F)F.CCOC(=O)C(F)(F)F.CCOC(=O)C(F)(F)F.CCOC(=O)C(F)(F)F" orbital_gap_ha=0.41861 charge=0
C -7.838 5.582 5.429
C -6.679 4.919 6.031
O -6.263 3.900 5.126
C -5.010 3.341 5.066
O -4.017 3.710 5.641
C -4.968 2.007 4.195
F -4.834 2.287 2.880
F -3.831 1.395 4.452
F -6.095 1.239 4.466
H -8.623 4.923 5.059
H -7.582 6.134 4.524
H -8.342 6.226 6.150
H -6.996 4.533 7.000
H -5.932 5.694 6.197
C 5.499 -3.816 5.960
C 4.149 -3.361 5.449
O 4.302 -3.234 4.004
C 4.822 -2.042 3.458
O 4.963 -0.923 4.070
C 5.149 -2.136 1.960
F 6.286 -1.386 1.795
F 5.511 -3.423 1.709
F 4.043 -1.740 1.246
H 5.620 -4.862 5.677
H 5.641 -3.852 7.040
H 6.340 -3.250 5.560
H 3.891 -2.436 5.964
H 3.299 -4.000 5.687
C 10.144 0.986 -1.722
C 9.157 -0.173 -1.700
O 7.923 0.033 -2.413
C 6.699 -0.570 -2.014
O 6.530 -1.140 -0.906
C 5.513 -0.453 -2.931
F 5.895 0.285 -4.050
F 5.166 -1.696 -3.295
F 4.483 0.141 -2.444
H 10.306 1.433 -2.703
H 11.151 0.646 -1.482
H 9.829 1.812 -1.085
H 9.029 -0.477 -0.661
H 9.473 -0.961 -2.384
C -5.970 -1.945 1.241
C -5.727 -2.664 -0.087
O -6.767 -3.709 -0.230
C -6.568 -4.569 -1.292
O -5.597 -4.671 -2.115
C -7.767 -5.610 -1.351
F -8.865 -5.122 -0.781
F -8.041 -5.916 -2.629
F -7.354 -6.675 -0.672
H -7.017 -1.828 1.521
H -5.649 -0.931 1.005
H -5.544 -2.225 2.204
H -4.729 -3.098 -0.141
H -5.782 -1.770 -0.708
C -2.997 1.227 0.816
C -2.384 -0.105 0.516
O -0.977 0.062 0.269
C -0.431 -0.274 -0.918
O -1.038 -0.792 -1.849
C 1.133 -0.088 -0.919
F 1.714 -0.720 -1.921
F 1.458 1.178 -0.923
F 1.566 -0.604 0.221
H -2.704 1.673 1.766
H -4.079 1.218 0.685
H -2.858 1.999 0.060
H -2.850 -0.545 -0.365
H -2.684 -0.847 1.256
C 3.649 -3.662 -7.427
C 4.266 -3.830 -6.030
O 3.230 -3.585 -5.125
C 2.739 -4.616 -4.322
O 3.123 -5.776 -4.435
C 1.629 -4.134 -3.309
F 2.263 -4.063 -2.143
F 1.120 -2.996 -3.573
F 0.533 -5.002 -3.225
H 4.330 -3.898 -8.244
H 3.080 -2.734 -7.478
H 2.907 -4.457 -7.351
H 5.026 -3.062 -5.885
H 4.676 -4.831 -5.896
C 1.167 0.802 -4.989
C -0.119 1.693 -5.270
O -1.264 1.037 -4.737
C -2.414 1.709 -4.623
O -2.617 2.867 -4.900
C -3.577 0.803 -4.008
F -3.465 0.826 -2.714
F -4.798 1.277 -4.337
F -3.402 -0.489 -4.327
H 1.219 0.624 -3.915
H 2.014 1.331 -5.426
H 0.890 -0.160 -5.421
H -0.140 1.863 -6.346
H 0.000 2.698 -4.866
C -1.624 6.348 4.806
C -1.355 4.985 4.272
O -0.689 5.188 3.072
C -0.485 4.226 2.193
O -0.848 3.052 2.434
C 0.272 4.672 0.964
F 1.383 3.973 1.006
F -0.493 4.379 -0.107
F 0.571 5.979 0.987
H -2.154 6.345 5.758
H -2.288 6.933 4.170
H -0.727 6.919 5.044
H -2.267 4.399 4.158
H -0.661 4.420 4.895



2.
82
Properties=species:S:1:pos:R:3 method="wB97M-V/def2-TZVPD" homo_energy_ev=-7.079 spin_multiplicity=1 total_energy_ha=-2581.23467 orbital_gap_ha=0.27306 charge=0
C -1.056 3.220 -2.850
C -1.115 2.130 -1.922
N 0.075 1.712 -1.338
C 1.248 2.353 -1.588
C 1.336 3.397 -2.508
C 0.152 3.825 -3.148
C -2.317 1.429 -1.628
P -2.294 0.270 -0.279
In 0.000 0.000 0.000
P 2.292 0.259 -0.012
C 2.450 1.966 -0.744
C -0.064 -1.504 1.428
C -0.463 -1.240 2.764
C -0.491 -2.242 3.747
C -0.116 -3.557 3.435
C 0.287 -3.851 2.124
C 0.311 -2.843 1.148
O -1.549 -0.442 -3.746
O 1.136 -0.774 -3.559
H -1.985 3.556 -3.319
H 2.296 3.885 -2.697
H 0.187 4.651 -3.867
C -3.253 0.905 1.167
C -3.266 -1.217 -0.778
H 3.392 2.090 -1.306
H 2.493 2.655 0.122
H -1.859 0.198 -3.027
H -3.262 1.855 -1.990
C 3.224 0.325 1.569
C 3.293 -0.822 -1.108
H -0.757 -0.222 3.043
H -0.808 -1.990 4.766
H -0.138 -4.341 4.201
H 0.584 -4.872 1.857
H 0.635 -3.113 0.133
H -0.193 -1.120 -0.788
H 1.114 -1.732 -3.732
H 0.176 -0.524 -3.681
H -1.873 -0.030 -4.567
H 0.243 -0.645 -1.307
H -4.300 1.113 0.884
H -3.230 0.155 1.977
H -2.775 1.832 1.520
H -4.328 -0.958 -0.938
H -2.843 -1.602 -1.720
H -3.189 -1.988 0.008
H 4.344 -0.487 -1.159
H 3.253 -1.854 -0.719
H 2.822 -0.790 -2.106
H 4.279 0.612 1.418
H 2.728 1.043 2.242
H 3.173 -0.673 2.036
O -0.465 3.223 0.984
C 0.005 2.661 1.958
N 0.092 3.276 3.172
C 0.534 2.326 4.164
C 0.851 1.201 3.262
O 1.356 0.175 3.710
N 0.426 1.368 1.931
C 1.696 2.800 5.060
C 2.989 2.217 5.027
C 3.969 2.579 5.951
C 3.688 3.523 6.935
C 2.428 4.120 6.984
C 1.441 3.769 6.053
C -0.618 1.822 5.057
C -0.374 0.794 6.001
C -1.409 0.272 6.779
C -2.706 0.762 6.636
C -2.967 1.781 5.718
C -1.936 2.311 4.935
H -0.234 4.234 3.369
H 3.265 1.459 4.318
H 4.944 2.107 5.919
H 4.445 3.782 7.665
H 2.209 4.842 7.759
H 0.461 4.220 6.136
H 0.620 0.384 6.129
H -1.206 -0.522 7.488
H -3.508 0.349 7.234
H -3.976 2.156 5.607
H -2.182 3.086 4.224



3.
78
Properties=species:S:1:pos:R:3 method="wB97M-V/def2-TZVPD" homo_energy_ev="-8.903 / -10.298" de_lowest_kj_mol=46.62 spin_multiplicity=3 total_energy_ha=-1931.41003 orbital_gap_ha="0.25148 / 0.22326" s_squared=2.045 charge=+1
Pd -0.221 0.673 -0.579
N 0.836 3.519 0.339
C -0.481 3.386 0.761
C -1.132 4.359 1.552
C -2.515 4.334 1.651
C -3.209 3.282 1.026
C -2.461 2.366 0.279
N -1.157 2.344 0.238
C 1.071 3.363 -1.074
C 1.794 4.374 -1.798
C 1.920 4.330 -3.135
C 1.408 3.206 -3.802
C 0.753 2.264 -3.072
N 0.699 2.238 -1.669
H 1.444 4.170 0.817
H -0.512 5.102 2.032
H -2.979 5.104 2.217
H -4.287 3.103 1.069
H -3.017 1.563 -0.214
H 2.254 5.119 -1.170
H 2.471 5.072 -3.687
H 1.700 2.912 -4.805
H 0.235 1.423 -3.544
C 2.583 -0.854 -2.592
C 1.274 -1.458 -3.130
C 1.407 -2.965 -3.430
P -0.066 -1.203 -1.863
C -1.621 -1.402 -2.882
C -1.939 -0.169 -3.819
C -2.793 -1.633 -1.961
C -0.007 -2.485 -0.579
C -0.238 -3.806 -0.913
C -0.245 -4.798 0.072
C -0.550 -6.230 -0.255
C -0.048 -4.380 1.394
C 0.208 -3.054 1.752
C 0.216 -2.034 0.794
N 0.176 -0.678 0.962
C 0.357 -0.134 2.249
C -0.677 -0.110 3.285
C -1.988 -0.821 3.067
C -0.409 0.525 4.525
C 0.764 1.169 4.765
C 0.919 2.005 6.016
C 1.802 1.079 3.812
C 1.635 0.387 2.619
C 2.815 0.346 1.700
H 3.344 -0.774 -3.434
H 2.997 -1.395 -1.775
H 2.437 0.165 -2.205
H 0.915 -0.909 -4.025
H 1.762 -3.599 -2.613
H 2.149 -3.090 -4.210
H 0.469 -3.396 -3.755
H -1.482 -2.293 -3.530
H -1.915 0.745 -3.260
H -2.990 -0.186 -4.169
H -1.355 -0.128 -4.697
H -3.018 -0.771 -1.351
H -2.736 -2.488 -1.244
H -3.669 -1.749 -2.590
H -0.277 -4.123 -1.939
H 0.084 -6.880 0.362
H -0.358 -6.473 -1.281
H -1.619 -6.472 -0.056
H 0.053 -5.157 2.154
H 0.271 -2.793 2.804
H -2.709 -0.306 2.381
H -2.552 -0.999 3.978
H -1.790 -1.849 2.748
H -1.203 0.636 5.264
H 0.744 1.392 6.904
H 0.233 2.908 5.988
H 1.942 2.403 6.150
H 2.725 1.585 4.066
H 3.750 0.418 2.277
H 2.783 1.232 0.966
H 2.830 -0.556 1.072



4.
81
Properties=species:S:1:pos:R:3 method="wB97M-V/def2-TZVPD" homo_energy_ev="-4.716 / -7.478" de_lowest_kj_mol=91.87 spin_multiplicity=3 total_energy_ha=-2164.62105 orbital_gap_ha="0.17869 / 0.22796" s_squared=2.025 charge=0
Pt 0.231 0.191 0.233
C -2.577 3.330 -2.354
C -3.348 3.786 -1.295
C -3.254 3.161 -0.066
C -2.384 2.078 0.079
N -1.622 1.673 -0.935
C -1.718 2.270 -2.116
C -2.247 1.334 1.368
C -3.207 1.486 2.370
C -3.084 0.839 3.587
C -1.994 0.014 3.819
C -1.038 -0.168 2.830
C -1.162 0.483 1.606
H -2.626 3.784 -3.333
H -4.017 4.627 -1.424
H -3.834 3.521 0.769
H -1.078 1.882 -2.901
H -4.075 2.105 2.198
H -3.844 0.969 4.347
H -1.886 -0.497 4.767
H -0.193 -0.823 3.003
C 4.036 -2.822 -3.046
N 3.335 -2.543 -1.805
C 2.238 -3.134 -1.277
S 1.864 -2.878 0.353
N 1.451 -3.937 -2.010
C 1.392 -4.150 -3.447
H 4.849 -2.104 -3.120
H 3.400 -2.686 -3.915
H 4.461 -3.828 -3.065
H 3.872 -2.084 -1.085
H 0.612 -4.181 -1.502
H 2.282 -4.650 -3.825
H 1.229 -3.218 -3.985
H 0.532 -4.788 -3.641
N -3.871 -4.886 -2.689
C -2.937 -4.014 -3.230
O -2.646 -4.095 -4.427
C -2.308 -3.074 -2.331
C -2.424 -3.074 -0.908
C -1.734 -2.176 -0.152
N -0.890 -1.252 -0.689
C -0.799 -1.217 -2.059
C -1.473 -2.062 -2.875
H -4.401 -5.388 -3.384
H -4.381 -4.595 -1.873
H -3.010 -3.818 -0.387
H -1.783 -2.198 0.927
H -0.125 -0.467 -2.467
H -1.358 -1.996 -3.947
C 0.001 5.762 -1.286
C 0.078 4.894 -0.061
C -0.510 5.308 1.134
C -0.471 4.520 2.275
C -1.119 4.969 3.553
C 0.184 3.293 2.217
C 0.770 2.869 1.039
C 0.714 3.666 -0.100
N 1.369 1.581 0.976
C 2.833 1.462 1.136
C 3.429 2.716 1.773
C 3.447 1.245 -0.250
C 3.118 0.252 2.022
H 0.347 6.774 -1.074
H -1.027 5.837 -1.648
H 0.608 5.359 -2.096
H -1.021 6.264 1.169
H -1.728 5.857 3.395
H -0.371 5.208 4.311
H -1.758 4.186 3.963
H 0.202 2.638 3.080
H 1.154 3.306 -1.023
H 3.299 3.599 1.149
H 4.497 2.551 1.916
H 2.986 2.920 2.748
H 3.335 2.132 -0.875
H 2.971 0.398 -0.759
H 4.510 1.025 -0.154
H 2.736 0.424 3.029
H 4.193 0.089 2.087
H 2.656 -0.652 1.625



5.
102
Properties=species:S:1:pos:R:3 method="wB97M-V/def2-TZVPD" homo_energy_ev=-2.584 de_lowest_kj_mol=0.00 spin_multiplicity=1 total_energy_ha=-7428.52282 orbital_gap_ha=0.21935 charge=-2
Ba 0.021 -2.402 2.818
C 2.500 -2.026 -0.502
N 3.028 -1.175 -1.560
C 4.246 -0.488 -1.263
C 4.179 0.610 -2.368
N 2.783 0.762 -2.742
C 2.516 1.321 -4.020
C 2.109 -0.339 -2.196
N 0.867 -0.586 -2.227
C -0.050 0.483 -2.490
C -1.140 0.567 -1.407
N -0.767 0.934 -0.056
C -0.541 2.169 0.252
N -0.064 2.509 1.550
C -0.030 1.551 2.606
C -0.409 3.922 1.859
C -0.330 4.489 0.431
N -0.656 3.349 -0.455
C -1.634 3.574 -1.543
H 1.912 -1.381 0.219
H 3.238 -2.624 0.020
H 1.781 -2.786 -0.925
H 5.160 -1.111 -1.386
H 4.226 -0.175 -0.229
H 4.735 0.309 -3.276
H 4.597 1.558 -2.020
H 2.983 0.694 -4.754
H 2.923 2.360 -4.006
H 1.451 1.313 -4.257
H -0.487 0.307 -3.500
H 0.434 1.467 -2.615
H -1.492 -0.449 -1.303
H -1.955 1.173 -1.712
H 0.805 0.844 2.532
H -1.033 1.038 2.733
H 0.207 2.112 3.529
H 0.307 4.371 2.532
H -1.423 4.067 2.290
H 0.642 4.798 0.147
H -1.051 5.333 0.266
H -1.867 4.591 -1.733
H -2.554 3.027 -1.354
H -1.155 3.240 -2.452
O -2.224 -2.988 8.726
C -1.956 -3.088 7.530
S -1.025 -4.362 6.715
C -1.545 -3.958 5.075
C -2.155 -2.698 4.930
S -2.780 -1.797 3.539
S -2.550 -1.858 6.366
S -1.134 -5.124 3.762
C -2.699 -3.845 0.041
As -0.785 -4.119 -0.100
C -0.771 -6.015 -0.090
C -0.648 -3.798 -2.140
C -0.285 -4.978 -2.881
C -1.169 -5.602 -3.801
C -0.717 -6.601 -4.633
C 0.560 -7.177 -4.410
C 1.475 -6.524 -3.545
C 1.047 -5.490 -2.732
H -3.360 -4.630 -0.436
H -2.944 -2.864 -0.396
H -2.969 -3.855 1.108
H -1.380 -6.429 -0.901
H -1.010 -6.434 0.888
H 0.274 -6.300 -0.260
H 0.027 -2.946 -2.334
H -1.642 -3.456 -2.392
H -2.158 -5.190 -3.917
H -1.369 -6.933 -5.404
H 0.846 -8.049 -5.031
H 2.543 -6.764 -3.440
H 1.735 -4.927 -2.060
F -6.767 4.471 0.722
C -6.108 5.595 1.167
F -5.972 5.413 2.494
F -6.702 6.761 0.951
S -4.470 5.628 0.428
O -3.758 6.735 0.999
O -3.937 4.306 0.653
N -4.755 5.674 -1.126
S -5.586 6.349 -2.260
O -5.173 5.726 -3.471
O -6.992 6.540 -1.981
C -5.031 8.119 -2.463
F -3.721 8.218 -2.309
F -5.335 8.426 -3.690
F -5.532 9.040 -1.590
O 3.781 -1.766 3.935
B 2.700 -1.220 3.120
O 3.306 0.053 2.702
C 4.599 0.143 3.149
C 5.556 1.092 2.897
C 6.794 0.950 3.556
C 6.977 -0.111 4.448
C 6.049 -1.115 4.628
C 4.845 -0.988 3.926
H 5.365 1.909 2.222
H 7.579 1.676 3.412
H 7.910 -0.160 5.041
H 6.130 -1.966 5.233